# C3H4BrClN2

The molecule C3H4BrClN2 in a non-equilibrium geometry (ωB97M-V with the def2-TZVPD basis set, OMol25).

Atoms and positions in Å:
C: -0.42 0.09 1.04
C: 0.36 -0.54 -1.66
C: -1.63 -0.28 0.57
N: 0.91 0.13 0.54
N: 1.17 0.06 -0.81
Cl: 1.12 -0.52 -3.17
Br: -3.00 -0.19 1.82
H: -0.26 0.61 2.00
H: -1.68 -0.82 -0.32
H: 1.36 0.98 0.89
H: 2.07 0.48 -0.89

Summary:
- Energy relative to the best compared isomer or geometry (same formula, charge and spin): 62.2 kcal per mole
- Orbital gap: 9.1 eV
- Electronic energy: -88717.0700 eV
- E_HOMO: -8.6 eV